Computed, not measured: a 4-piece molecular cluster, C23H62BBr2FO3Si6 overall, with the ωB97M-V functional and the def2-TZVPD basis.

Each line ends with the Mulliken charge.
Cartesian coordinates (Å):
C 3.731 -0.238 3.342  -1.425
C 2.372 0.388 3.290  0.377
Br 0.902 -0.826 3.033  -0.170
C 2.183 1.657 3.434  0.273
Br 0.438 2.444 3.410  -0.115
B 3.408 2.621 3.642  -0.109
C 4.091 3.205 2.308  0.594
C 5.565 3.507 2.466  -1.338
F 3.435 4.359 1.874  -0.250
H 3.980 -0.437 4.383  0.322
H 3.687 -1.209 2.859  0.388
H 4.494 0.333 2.817  0.376
H 3.837 2.880 4.719  -0.055
H 3.975 2.452 1.520  0.043
H 5.741 4.049 3.395  0.289
H 5.950 4.099 1.641  0.403
H 6.168 2.599 2.509  0.344
O 0.781 -1.591 -3.030  -0.597
Si 0.018 -2.573 -4.116  0.538
C -1.834 -2.284 -4.046  -0.853
C 0.370 -4.372 -3.706  -0.750
C 0.571 -2.268 -5.872  -1.119
Si 0.761 -1.345 -1.395  0.439
C 1.948 -0.004 -0.867  -0.629
C 1.241 -2.923 -0.504  -0.857
C -0.956 -0.841 -0.843  -0.926
H -2.245 -2.610 -3.088  0.088
H -2.337 -2.842 -4.838  0.418
H -2.063 -1.225 -4.174  0.333
H 1.446 -4.544 -3.633  0.389
H -0.028 -5.022 -4.487  0.433
H -0.090 -4.650 -2.756  -0.048
H 1.640 -2.453 -5.992  0.311
H 0.359 -1.244 -6.186  0.308
H 0.034 -2.945 -6.541  0.312
H 2.979 -0.255 -1.129  0.335
H 1.894 0.116 0.218  -0.110
H 1.698 0.955 -1.325  0.345
H 0.487 -3.700 -0.647  0.251
H 1.339 -2.738 0.567  0.310
H 2.196 -3.301 -0.877  0.281
H -1.670 -1.655 -0.982  0.272
H -1.307 0.021 -1.417  0.278
H -0.951 -0.571 0.215  0.368
O -4.545 -8.194 -4.366  -0.530
Si -3.596 -6.927 -3.893  0.507
C -2.207 -7.550 -2.799  -0.865
C -4.619 -5.690 -2.927  -0.919
C -2.821 -6.024 -5.333  -0.425
Si -5.474 -9.353 -3.642  0.459
C -6.281 -10.487 -4.885  -1.046
C -6.829 -8.548 -2.628  -1.019
C -4.417 -10.402 -2.505  -1.021
H -2.594 -7.936 -1.855  0.329
H -1.509 -6.741 -2.574  0.223
H -1.655 -8.351 -3.295  0.289
H -5.500 -5.389 -3.498  0.297
H -4.028 -4.796 -2.715  0.277
H -4.955 -6.113 -1.979  0.320
H -3.581 -5.604 -5.995  0.332
H -2.177 -6.685 -5.918  0.319
H -2.208 -5.203 -4.957  -0.418
H -6.941 -9.938 -5.559  0.289
H -6.881 -11.232 -4.357  0.297
H -5.538 -11.017 -5.484  0.289
H -6.414 -7.999 -1.781  0.301
H -7.512 -9.306 -2.238  0.382
H -7.404 -7.849 -3.240  0.281
H -4.045 -9.817 -1.662  0.302
H -3.558 -10.808 -3.044  0.280
H -4.998 -11.236 -2.106  0.383
O 2.043 9.063 3.464  -0.459
Si 2.580 10.453 4.176  0.434
C 3.921 10.056 5.424  -1.015
C 1.166 11.306 5.063  -1.010
C 3.290 11.652 2.934  -1.044
Si 1.339 7.646 3.943  0.428
C 1.011 6.501 2.512  -0.583
C -0.295 7.998 4.792  -1.008
C 2.460 6.749 5.149  -0.959
H 3.519 9.492 6.267  0.294
H 4.364 10.976 5.812  0.384
H 4.714 9.463 4.962  0.277
H 0.321 11.453 4.387  0.280
H 1.485 12.284 5.428  0.381
H 0.824 10.716 5.915  0.295
H 2.543 11.950 2.195  0.290
H 4.145 11.224 2.409  0.285
H 3.628 12.551 3.454  0.299
H 0.332 6.950 1.784  0.342
H 0.549 5.585 2.887  0.039
H 1.935 6.227 2.001  0.124
H -0.145 8.531 5.733  0.299
H -0.817 7.064 5.012  0.371
H -0.937 8.608 4.153  0.280
H 2.563 7.305 6.083  0.337
H 3.456 6.616 4.720  0.270
H 2.052 5.763 5.386  0.387

Calculated values
Spin multiplicity: 1
SMILES: C/C(Br)=C(/Br)B[C@H](C)F.C[Si](C)(C)O[Si](C)(C)C.C[Si](C)(C)O[Si](C)(C)C.C[Si](C)(C)O[Si](C)(C)C
HOMO-LUMO gap in eV: 8.7
HOMO level in eV: -9.424
LUMO in eV: -0.727

***

Computed, not measured: a 6-piece molecular cluster, C23H62BrN11O6P overall, with the ωB97M-V functional and the def2-TZVPD basis.

Each line ends with the Mulliken charge.
Cartesian coordinates (Å):
C -0.802 5.952 0.630  -1.133
C -2.002 5.114 1.105  -0.666
C -2.659 4.258 0.004  -0.694
C -3.009 2.831 0.431  -1.823
P -1.625 1.521 0.843  2.161
C -2.048 0.498 -0.757  -0.444
C -2.092 1.210 -2.102  -0.814
C -0.939 0.954 -3.079  -0.645
C -0.763 -0.517 -3.446  -0.370
C 0.534 -0.884 -4.173  -0.714
C 0.890 -2.380 -4.034  -0.810
C 1.979 -2.690 -3.012  0.934
C 3.317 -2.066 -3.350  -0.683
O 4.416 -2.701 -2.687  -0.511
C 4.541 -2.238 -1.373  -0.311
C -0.184 2.538 -0.008  -0.919
C 1.227 1.998 0.107  -0.122
C 1.757 1.966 1.535  -1.363
Br 1.482 0.227 -0.729  -0.091
N -2.819 0.458 1.773  -0.215
C -2.672 0.380 3.207  -0.569
C -2.942 -1.033 3.758  -0.487
H -0.875 6.982 0.983  0.387
H 0.129 5.546 1.010  0.098
H -0.735 5.970 -0.455  0.348
H -2.754 5.773 1.536  0.567
H -1.669 4.437 1.889  0.294
H -3.596 4.746 -0.292  0.498
H -2.039 4.285 -0.891  0.351
H -3.724 2.432 -0.293  0.459
H -3.570 2.918 1.368  0.496
H -0.632 0.539 1.280  -0.441
H -1.359 2.298 2.081  0.118
H -3.046 0.113 -0.552  0.576
H -1.419 -0.391 -0.807  -0.474
H -2.993 0.904 -2.646  0.401
H -2.187 2.287 -1.967  0.209
H -0.008 1.370 -2.692  0.090
H -1.176 1.505 -3.995  0.410
H -0.823 -1.123 -2.543  0.194
H -1.600 -0.810 -4.085  0.354
H 1.332 -0.265 -3.755  0.330
H 0.455 -0.616 -5.227  0.310
H -0.013 -2.914 -3.742  0.106
H 1.203 -2.806 -4.992  0.496
H 2.157 -3.769 -2.983  0.396
H 1.641 -2.406 -2.014  -0.753
H 3.348 -1.003 -3.103  0.417
H 3.508 -2.181 -4.416  0.376
H 5.591 -2.175 -1.098  0.348
H 4.009 -2.881 -0.670  0.063
H 4.115 -1.238 -1.279  0.080
H -0.102 3.453 0.584  -0.423
H -0.376 2.863 -1.029  0.366
H 1.887 2.639 -0.476  0.842
H 2.040 2.985 1.794  0.255
H 0.990 1.635 2.228  0.188
H 2.627 1.323 1.621  0.354
H -3.785 0.638 1.530  0.237
H -3.347 1.082 3.713  0.390
H -1.646 0.665 3.438  0.273
H -3.635 -1.044 4.598  0.357
H -2.022 -1.502 4.107  0.270
H -3.316 -1.652 2.950  -0.488
C 3.229 6.004 -0.049  0.558
O 2.470 5.131 0.314  -0.473
N 4.297 5.755 -0.875  -0.405
N 3.073 7.313 0.335  -0.416
H 4.933 6.461 -1.188  0.149
H 4.430 4.806 -1.167  0.212
H 2.289 7.520 0.925  0.234
H 3.682 8.053 0.047  0.143
C 4.193 0.022 3.991  0.720
O 4.114 1.229 3.905  -0.610
N 4.799 -0.746 3.027  -0.370
N 3.660 -0.678 5.045  -0.422
H 4.848 -1.745 3.064  0.160
H 5.159 -0.264 2.225  0.193
H 3.173 -0.147 5.741  0.213
H 3.683 -1.676 5.116  0.158
C -1.262 -5.353 -2.713  0.641
O -2.243 -5.023 -3.358  -0.686
N -1.131 -5.107 -1.379  -0.188
N -0.201 -6.006 -3.291  -0.371
H -0.334 -5.367 -0.824  0.120
H -1.874 -4.612 -0.925  0.092
H -0.253 -6.181 -4.275  0.210
H 0.625 -6.266 -2.787  0.168
C -4.676 -4.550 2.503  0.708
O -4.268 -4.634 3.647  -0.648
N -4.741 -5.639 1.665  -0.414
N -5.073 -3.365 1.953  -0.391
H -5.047 -5.585 0.713  0.166
H -4.440 -6.518 2.037  0.207
H -4.965 -2.543 2.517  0.277
H -5.363 -3.267 0.999  0.174
C 0.465 -3.353 1.071  0.354
O 0.071 -4.496 1.280  -0.779
N -0.338 -2.268 1.198  0.101
N 1.745 -3.096 0.678  -0.132
H -0.042 -1.330 0.988  -0.363
H -1.288 -2.427 1.478  0.088
H 2.335 -3.887 0.513  0.174
H 2.095 -2.172 0.499  0.011

Calculated values
Total charge: -1
Spin multiplicity: 1
HOMO-LUMO gap in eV: 6.0
HOMO level in eV: -3.840
LUMO in eV: 2.170

***

Computed, not measured: a 6-piece molecular cluster, C23H62F2N5O21P6 overall, with the ωB97M-V functional and the def2-TZVPD basis.

Each line ends with the Mulliken charge.
Cartesian coordinates (Å):
C -2.901 7.723 4.603  -1.007
C -1.733 6.582 4.354  -0.114
C -2.288 5.163 3.750  -0.001
C -3.161 4.253 4.797  -0.175
O -2.379 3.568 5.836  -0.324
N -1.573 2.617 5.334  0.408
C -1.979 1.309 4.691  0.243
C -3.456 0.661 4.397  0.365
C -3.482 -0.323 3.053  -0.989
F -3.799 -0.243 5.556  -0.327
N -0.712 0.542 4.319  -0.446
C 0.507 1.343 4.735  0.396
N 1.854 1.032 4.632  -0.036
F 2.291 -0.132 4.092  -0.061
N -0.174 2.574 5.339  0.017
P 0.938 3.826 6.027  0.193
N 0.167 4.879 6.985  -0.591
H -2.920 7.989 5.764  0.244
H -2.588 8.733 4.053  0.315
H -3.951 7.428 4.177  0.283
H -1.001 7.045 3.533  0.191
H -1.126 6.498 5.350  0.156
H -1.403 4.576 3.225  -0.417
H -3.034 5.450 2.862  0.396
H -3.866 3.563 4.166  0.091
H -3.882 5.011 5.373  0.336
H -4.322 1.434 4.250  0.213
H -3.020 -1.392 3.261  0.265
H -2.952 0.197 2.126  0.269
H -4.618 -0.532 2.752  0.351
H 2.603 1.689 5.000  0.228
H 1.895 3.123 6.889  0.123
H 1.613 4.420 4.893  0.165
H 0.539 4.829 7.960  0.235
C 2.290 7.605 -1.529  -0.744
O 2.132 7.347 -0.148  -0.259
P 2.182 5.665 0.250  1.003
O 1.719 5.996 1.674  -0.636
O 3.829 5.678 0.194  -0.342
C 4.544 6.652 0.933  -0.610
O 2.232 3.982 0.649  -0.271
C 0.956 3.373 0.738  -0.472
H 2.364 8.690 -1.675  0.241
H 3.193 7.134 -1.916  0.355
H 1.415 7.236 -2.072  0.301
H 3.954 7.082 1.745  0.311
H 4.857 7.449 0.255  0.241
H 5.438 6.188 1.357  0.255
H 0.361 3.619 -0.143  0.345
H 0.442 3.707 1.644  0.022
H 1.093 2.289 0.781  0.264
C -4.708 -2.042 -3.325  -0.798
O -4.318 -1.113 -2.333  -0.182
P -2.676 -1.299 -1.820  0.970
O -2.930 -0.312 -0.674  -0.658
O -2.146 -0.474 -3.145  -0.352
C -2.705 0.791 -3.448  -0.613
O -1.035 -1.484 -1.307  -0.265
C -0.881 -2.276 -0.142  -0.384
H -5.715 -1.778 -3.672  0.196
H -4.024 -2.021 -4.173  0.361
H -4.736 -3.046 -2.893  0.335
H -3.184 1.259 -2.584  0.306
H -3.442 0.669 -4.245  0.240
H -1.912 1.451 -3.808  0.251
H -1.438 -3.208 -0.245  0.340
H -1.231 -1.724 0.736  0.141
H 0.180 -2.509 -0.020  0.068
C 4.953 -5.433 -2.953  -0.872
O 5.289 -5.609 -1.591  -0.230
P 4.157 -4.886 -0.501  1.019
O 5.122 -5.146 0.662  -0.651
O 3.142 -6.173 -0.667  -0.345
C 3.642 -7.485 -0.478  -0.645
O 3.025 -4.163 0.590  -0.254
C 3.390 -2.864 1.021  -0.765
H 5.652 -6.017 -3.563  0.252
H 3.938 -5.774 -3.153  0.404
H 5.051 -4.377 -3.219  0.352
H 4.567 -7.504 0.102  0.323
H 3.820 -7.938 -1.456  0.244
H 2.888 -8.079 0.046  0.240
H 3.661 -2.246 0.164  0.388
H 4.228 -2.922 1.722  0.349
H 2.531 -2.413 1.525  0.191
C -12.636 -3.535 -2.526  -0.742
O -12.126 -2.808 -3.626  -0.276
P -10.417 -2.547 -3.549  0.960
O -10.519 -1.576 -4.731  -0.633
O -10.138 -4.070 -4.115  -0.330
C -10.784 -4.503 -5.298  -0.630
O -8.708 -2.287 -3.472  -0.218
C -8.341 -1.038 -2.914  -0.360
H -13.694 -3.753 -2.714  0.239
H -12.098 -4.473 -2.393  0.344
H -12.557 -2.928 -1.620  0.301
H -11.134 -3.673 -5.916  0.342
H -11.634 -5.132 -5.025  0.234
H -10.084 -5.104 -5.884  0.249
H -8.873 -0.875 -1.975  0.346
H -8.565 -0.230 -3.617  0.311
H -7.266 -1.052 -2.713  -0.086
C 10.743 -4.837 -4.699  -0.727
O 10.112 -3.593 -4.475  -0.270
P 9.499 -3.409 -2.867  1.048
O 8.769 -2.131 -3.299  -0.671
O 11.002 -3.021 -2.315  -0.367
C 11.741 -2.001 -2.963  -0.643
O 8.886 -3.225 -1.260  -0.347
C 7.515 -3.558 -1.125  -0.601
H 11.200 -4.821 -5.696  0.236
H 11.518 -5.024 -3.957  0.344
H 9.996 -5.636 -4.668  0.283
H 11.109 -1.329 -3.548  0.335
H 12.479 -2.466 -3.622  0.238
H 12.272 -1.415 -2.209  0.249
H 7.317 -4.528 -1.583  0.264
H 6.893 -2.788 -1.591  0.340
H 7.278 -3.616 -0.059  0.286

Calculated values
Total charge: +1
Spin multiplicity: 1
HOMO-LUMO gap in eV: 5.7
HOMO level in eV: -10.542
LUMO in eV: -4.845

***

Computed, not measured: C23H62F4HfN4O33S11 as an isolated structure, with the ωB97M-V functional and the def2-TZVPD basis.

Each line ends with the Mulliken charge.
Cartesian coordinates (Å):
Hf -2.941 1.069 1.951  1.973
N -4.999 1.027 1.097  -0.057
S -6.009 0.066 0.411  0.708
O -6.270 0.316 -0.948  -0.475
O -7.064 -0.703 1.137  -0.535
F -4.811 -0.989 0.287  -0.212
S -6.467 1.966 1.505  0.912
O -6.966 1.734 2.817  -0.547
O -7.430 2.390 0.444  -0.415
F -5.712 3.324 1.772  -0.218
N -1.804 0.467 0.072  1.136
S -2.161 0.135 -1.442  0.906
O -2.796 -1.111 -1.820  -0.686
O -1.504 0.930 -2.479  -0.616
F -3.497 1.028 -1.309  -0.271
S -0.124 0.041 -0.365  -1.144
O 0.799 1.121 -0.780  0.209
O 0.152 -1.374 -0.716  0.117
F 0.130 -0.162 1.245  0.163
C -1.902 -3.325 -3.806  -0.384
N -2.385 -4.084 -2.609  0.877
O -1.563 -4.156 -1.679  -0.391
O -3.563 -4.373 -2.521  -0.575
H -0.924 -3.699 -4.109  0.070
H -1.794 -2.271 -3.549  0.021
H -2.570 -3.325 -4.668  0.340
C 2.408 4.194 -2.587  -0.374
N 1.296 5.209 -2.735  0.934
O 1.425 6.421 -2.526  -0.543
O 0.257 4.690 -3.197  -0.545
H 3.161 4.378 -1.820  0.274
H 2.883 4.010 -3.550  0.374
H 1.765 3.381 -2.250  -0.112
O -1.014 2.579 1.881  -0.408
S -0.027 3.632 1.608  1.227
O 0.182 4.069 0.219  -0.429
O -0.429 5.005 2.615  -0.170
C 0.153 6.225 2.200  -0.164
C -0.419 7.299 3.167  -1.296
C 1.641 3.273 2.356  -1.116
H -0.005 6.527 1.164  0.299
H 1.242 6.189 2.251  0.319
H -1.466 7.487 2.927  0.293
H 0.077 8.241 2.932  0.416
H -0.352 6.981 4.207  0.331
H 1.898 2.280 1.986  0.185
H 1.716 3.194 3.441  0.349
H 2.393 3.949 1.949  0.614
O 0.387 1.551 5.086  -0.529
S 0.025 0.364 4.362  0.569
O -1.133 0.418 3.465  -0.778
O 1.373 -0.248 3.470  -0.152
C 2.607 -0.552 4.107  -0.287
C 3.423 0.657 4.522  -0.950
C -0.173 -1.018 5.619  -1.380
H 3.289 -1.235 3.600  0.346
H 2.350 -1.105 5.011  0.321
H 4.259 0.297 5.121  0.443
H 2.830 1.504 4.868  0.252
H 3.919 1.027 3.625  0.085
H 0.434 -0.632 6.437  0.595
H 0.175 -1.995 5.282  0.256
H -1.174 -1.072 6.048  0.477
O -2.579 -1.210 1.915  -0.207
S -2.043 -2.605 2.112  1.603
O -0.612 -2.950 1.914  -0.597
O -2.338 -2.936 3.791  -0.068
C -2.253 -4.326 4.156  -0.221
C -2.289 -4.424 5.611  -1.215
C -3.022 -3.857 1.197  -1.247
H -1.321 -4.816 3.875  0.292
H -3.120 -4.870 3.781  0.396
H -2.986 -3.667 5.970  0.274
H -1.248 -4.186 5.831  0.250
H -2.442 -5.437 5.983  0.410
H -3.845 -4.119 1.862  0.599
H -2.405 -4.739 1.023  0.388
H -3.439 -3.479 0.264  0.216
O -2.906 5.523 -0.016  -0.657
S -3.336 4.179 -0.493  0.887
O -3.079 3.029 0.359  -0.139
O -4.931 4.174 -0.812  0.015
C -5.430 5.373 -1.407  -0.367
C -7.007 5.306 -1.335  -1.170
C -2.527 3.914 -2.210  -0.435
H -5.129 5.414 -2.454  0.285
H -5.118 6.255 -0.848  0.370
H -7.255 4.300 -1.672  0.298
H -7.495 6.128 -1.858  0.424
H -7.329 5.472 -0.307  0.280
H -1.482 3.769 -1.938  -0.080
H -2.755 4.773 -2.841  0.618
H -2.886 2.927 -2.503  0.147
O 3.963 -0.572 0.844  -0.392
S 4.609 0.602 0.247  1.133
O 4.654 1.841 0.937  -0.646
O 6.207 0.136 -0.103  -0.326
C 7.005 -0.606 0.762  -0.354
C 7.509 0.235 2.035  -0.806
C 4.153 1.068 -1.578  -0.675
H 7.920 -0.896 0.246  0.349
H 6.603 -1.590 1.004  0.264
H 6.673 0.368 2.722  0.084
H 7.934 1.203 1.769  0.277
H 8.169 -0.345 2.680  0.420
H 3.106 1.354 -1.676  -0.192
H 4.444 0.212 -2.187  0.378
H 4.736 1.962 -1.798  0.481
O 4.667 -5.269 0.057  -0.645
S 3.673 -4.998 -0.968  1.257
O 3.922 -4.996 -2.425  -0.570
O 2.530 -6.115 -0.575  -0.353
C 1.374 -6.323 -1.373  0.252
C 1.590 -7.533 -2.358  -1.273
C 2.652 -3.406 -0.590  -0.321
H 1.059 -5.443 -1.934  -0.104
H 0.529 -6.500 -0.708  0.300
H 1.852 -8.392 -1.740  0.343
H 2.362 -7.368 -3.110  0.311
H 0.675 -7.648 -2.939  0.374
H 1.596 -3.552 -0.818  -0.040
H 3.086 -2.645 -1.238  0.131
H 2.868 -3.306 0.473  0.282
O 0.558 -0.547 -3.331  -0.335
S 1.510 -0.902 -4.380  1.157
O 2.844 -1.348 -4.011  -0.679
O 0.741 -2.045 -5.290  -0.237
C 1.468 -2.805 -6.214  -0.491
C 2.028 -4.012 -5.477  -0.719
C 1.636 0.464 -5.586  -1.050
H 2.386 -2.420 -6.656  0.333
H 0.798 -3.040 -7.041  0.410
H 2.971 -4.324 -5.926  0.361
H 1.258 -4.775 -5.596  0.290
H 2.126 -3.820 -4.409  -0.002
H 0.632 0.523 -6.005  0.366
H 2.271 0.110 -6.398  0.404
H 2.055 1.338 -5.086  0.270

Calculated values
Total charge: +2
Spin multiplicity: 1
HOMO-LUMO gap in eV: 4.8
HOMO level in eV: -13.839
LUMO in eV: -9.063